{
  "formula": "C29H45N7RuS4",
  "method": "ωB97M-V with the def2-TZVPD basis set",
  "orbital_gap_ev": [7.191, 5.953],
  "mol_weight_g_mol": 721.07,
  "charge": 1,
  "de_lowest_kj_mol": 0.0,
  "homo_energy_ev": [-9.781, -9.784],
  "multiplicity": 2,
  "s_squared": 0.756,
  "elements": ["Ru", "C", "C", "C", "C", "H", "H", "H", "C", "C", "N", "C", "C", "S", "C", "H", "C", "H", "C", "H", "C", "H", "N", "C", "H", "H", "H", "H", "H", "C", "N", "N", "C", "H", "C", "C", "N", "H", "H", "C", "H", "H", "H", "H", "S", "S", "H", "H", "H", "N", "H", "H", "C", "H", "H", "H", "C", "H", "S", "H", "C", "C", "C", "H", "H", "N", "C", "H", "H", "H", "H", "H", "H", "C", "C", "H", "H", "C", "H", "C", "H", "H", "H", "H", "H", "C"],
  "xyz": [[-0.466310, -0.599299, -0.444053], [5.069201, -0.679610, 1.678398], [-2.634760, -3.613258, -1.863502], [7.403339, -1.247137, 1.581264], [-2.442693, 0.141203, 0.385243], [8.205769, -1.948167, 1.767659], [8.701970, 0.266612, 0.794776], [-0.756468, -2.320896, 1.875160], [-0.370991, -0.678302, 3.646755], [4.115549, 2.691816, 1.341976], [-1.327208, 3.162853, -3.746728], [-4.466536, 1.347640, 1.157261], [6.661264, 0.906393, 0.792123], [0.833036, 1.474294, -0.957234], [2.276417, 1.726943, -0.024209], [0.238348, 4.380861, -4.458047], [-2.619789, -0.994184, -0.481980], [-3.192201, -0.980672, -1.393845], [-1.349953, -1.693895, 1.232465], [-3.242857, 2.836076, -4.516775], [-1.213017, 1.900031, -3.424210], [0.484150, -1.160310, 3.168491], [3.684293, -2.128095, -0.879187], [-1.583515, -0.295352, 1.469980], [-2.989635, 0.327846, 3.719631], [-3.278465, -5.292914, 0.166757], [0.517822, 3.607655, -2.875843], [-2.658723, -4.643877, -2.218460], [-4.076079, -3.747470, 0.486652], [-3.901288, 1.425166, -1.222119], [-1.152336, 0.781612, -3.119283], [1.809896, -1.751950, -2.143477], [6.095301, -1.586439, 1.905403], [-4.414760, 2.377417, -1.360764], [-1.032128, 0.377811, 2.743025], [7.682190, -0.002350, 1.035315], [4.275623, 1.438971, 0.834112], [5.876723, -2.546194, 2.355557], [-0.027480, -3.886663, -1.035631], [-0.220793, 4.088158, -3.512461], [2.357528, -1.796991, -2.989187], [4.241990, -2.225033, -1.712466], [6.868000, 1.880216, 0.370857], [0.948920, 0.943660, 2.076563], [5.140731, 3.541978, 2.298764], [1.505551, -1.581207, 0.483318], [0.354416, -0.579903, -2.881143], [-2.751242, -4.291579, 1.523882], [-0.596813, 4.976858, -3.005064], [3.265458, 0.909000, 0.070552], [0.007203, -0.178918, 4.538761], [-1.605444, 2.717099, -0.282315], [-2.152907, 1.013832, 3.576340], [-2.013006, -3.036341, -2.553413], [-2.145007, 2.835658, 1.393815], [-4.649374, 0.638823, -1.336915], [0.042137, 1.427381, 2.445046], [-1.756067, 1.265670, 4.560361], [2.537864, 3.233844, 0.812982], [-5.143877, 2.175239, 0.938963], [-2.505287, 3.633027, -4.468206], [2.395151, -1.820404, -0.938171], [-3.115576, -4.265467, 0.495543], [-4.172087, 1.421291, 2.197512], [-3.118864, 3.550295, 0.120932], [0.454706, -1.396634, -2.272055], [-2.481743, 2.699235, 0.367787], [-0.058209, -2.173568, -2.679519], [-2.237088, 3.934640, -5.481969], [-3.157286, 1.314685, -2.005809], [0.292501, 1.954753, 3.367353], [-5.023981, 0.418060, 1.023974], [-0.339157, -4.264381, 0.653955], [5.361460, 0.554770, 1.109338], [-2.104440, -3.569408, -0.429965], [-3.649598, -3.218144, -1.927947], [4.182219, -1.937636, -0.017569], [-1.981449, -2.140798, 0.050033], [-2.523668, 1.936934, 3.136620], [-0.766280, -4.305338, -0.348651], [-2.937050, 4.485436, -3.943280], [-0.909584, -5.355220, -0.608381], [-1.077084, -1.445156, 3.971802], [-0.266757, 2.157280, 1.700396], [4.046223, -0.907255, 1.955069], [-3.276038, 1.407393, 0.181312]],
  "atomic_forces_ev_per_a": [[0.39, -0.06, 0.44], [0.10, 0.04, 0.05], [-0.01, 0.00, -0.01], [0.00, 0.00, -0.01], [0.10, 0.08, 0.00], [0.00, 0.00, 0.00], [0.00, 0.00, 0.00], [0.02, -0.03, -0.01], [-0.02, 0.02, -0.03], [-0.03, 0.01, 0.07], [0.02, -0.04, 0.09], [-0.01, -0.01, 0.00], [-0.02, 0.00, 0.00], [-0.23, -0.03, -0.11], [0.12, -0.09, 0.02], [0.00, 0.00, 0.00], [-0.04, 0.15, -0.12], [-0.01, 0.02, -0.01], [-0.09, -0.06, 0.04], [0.00, 0.01, 0.00], [-0.09, 0.01, -0.07], [0.00, 0.00, -0.02], [0.01, -0.06, -0.07], [0.01, -0.02, -0.02], [0.01, 0.00, 0.01], [0.00, 0.00, 0.00], [0.01, 0.00, -0.01], [0.00, 0.00, 0.00], [0.00, 0.00, 0.00], [0.04, 0.00, 0.00], [0.08, -0.06, -0.22], [0.03, 0.02, -0.01], [-0.01, 0.03, 0.00], [-0.01, 0.00, 0.01], [-0.02, -0.05, 0.04], [0.00, -0.01, 0.00], [-0.02, -0.05, -0.06], [0.00, -0.01, 0.01], [-0.01, 0.02, 0.00], [-0.01, 0.01, 0.01], [0.00, 0.02, 0.00], [0.00, 0.02, 0.00], [0.00, -0.01, 0.00], [-0.02, 0.01, 0.01], [0.01, 0.01, -0.01], [-0.04, 0.06, -0.11], [-0.02, 0.01, 0.01], [0.00, 0.00, 0.00], [0.00, 0.00, -0.01], [-0.04, 0.00, -0.08], [0.00, 0.00, 0.00], [-0.01, 0.01, 0.00], [-0.02, 0.02, 0.00], [0.01, 0.00, 0.00], [-0.02, 0.00, -0.07], [0.00, 0.00, -0.01], [0.02, -0.02, -0.04], [0.01, 0.00, 0.00], [0.05, 0.06, -0.02], [0.00, 0.00, 0.00], [0.01, 0.00, -0.02], [-0.10, 0.05, 0.05], [0.00, 0.01, 0.00], [-0.02, -0.01, -0.02], [-0.01, 0.00, 0.01], [-0.08, 0.10, 0.14], [-0.01, 0.03, 0.05], [-0.01, -0.01, 0.01], [0.00, 0.00, 0.00], [0.01, -0.01, 0.01], [0.02, 0.01, 0.01], [0.00, 0.00, 0.00], [0.00, -0.01, 0.00], [0.01, -0.01, 0.06], [0.00, 0.00, -0.01], [0.00, 0.00, 0.00], [-0.01, -0.02, -0.08], [-0.03, -0.12, 0.06], [0.01, -0.05, 0.03], [0.01, -0.02, -0.01], [0.00, 0.00, 0.00], [0.00, 0.00, 0.01], [-0.01, 0.00, -0.01], [0.01, -0.04, 0.04], [-0.01, 0.02, 0.02], [-0.02, 0.01, -0.01]]
}

---

{
  "formula": "C10H27N6OPd",
  "method": "ωB97M-V with the def2-TZVPD basis set",
  "orbital_gap_ev": 9.055,
  "mol_weight_g_mol": 353.79,
  "charge": 1,
  "de_lowest_kj_mol": 47.1,
  "homo_energy_ev": -11.100,
  "elements": ["C", "H", "H", "H", "N", "H", "H", "H", "C", "H", "H", "C", "H", "H", "H", "N", "H", "Pd", "C", "H", "C", "H", "H", "C", "H", "H", "H", "N", "H", "N", "H", "H", "H", "H", "C", "H", "C", "H", "H", "O", "H", "C", "C", "N", "N"],
  "xyz": [[2.015691, 0.857783, 2.581860], [3.768928, 0.280982, 1.484607], [-0.223713, -6.512390, -1.441320], [2.693112, 0.952370, 3.437568], [0.713672, 0.301373, 2.933927], [-1.242294, 2.088208, -1.785814], [2.678687, -1.047296, 1.863901], [1.329385, -5.763599, -1.851113], [0.197164, -2.951060, 1.958848], [-1.892979, -4.480300, 1.937644], [-0.646920, -5.726094, 1.769002], [0.459610, -5.700143, -1.190627], [0.415274, -2.069441, -1.656051], [0.575841, -3.516503, 2.811355], [0.138154, 0.980206, 3.414660], [-0.194269, -3.853774, 0.897583], [-1.648631, -5.272539, 0.378004], [0.049135, -0.108035, 0.044901], [2.716539, -0.004382, 1.547716], [0.599912, -3.701908, -3.196857], [-2.443140, 1.038787, -0.450845], [-4.394133, 0.489027, -0.479825], [-0.287781, 2.240609, 1.120585], [-0.182905, 1.888983, 0.092159], [-0.636728, -2.321266, 2.284188], [-1.913486, 3.121323, -0.530408], [0.973609, -2.319780, 1.545435], [-3.746694, 1.244749, -0.634332], [-0.749009, -4.838014, -3.302098], [-0.196965, -4.405894, -1.353693], [2.507525, -0.652481, -0.384796], [-4.101470, 2.140712, -0.916072], [2.378358, 0.960405, -0.233456], [0.799072, -5.828442, -0.168124], [-1.142266, -4.896028, 1.261432], [0.647031, 2.430285, -0.367192], [-1.464346, 2.141266, -0.715380], [-1.060578, -3.173834, -2.810036], [1.873881, 1.865159, 2.184257], [-2.027345, -0.073920, -0.067418], [0.817235, -0.491328, 3.556312], [-0.047284, -3.435636, -0.390342], [-0.351874, -3.996769, -2.736550], [0.179544, -2.184659, -0.679279], [2.107350, 0.080586, 0.194488]],
  "atomic_forces_ev_per_a": [[0.00, 0.00, 0.05], [0.00, -0.01, 0.01], [0.00, 0.00, 0.00], [0.00, 0.03, 0.00], [0.01, -0.06, 0.01], [-0.02, 0.02, 0.00], [0.02, -0.01, -0.02], [0.00, 0.00, 0.00], [-0.09, -0.09, -0.17], [0.00, 0.00, -0.01], [0.00, 0.00, 0.01], [-0.04, 0.00, 0.00], [0.00, -0.13, -0.03], [0.00, -0.04, -0.03], [0.01, 0.02, -0.01], [0.05, 0.05, -0.03], [0.01, 0.00, 0.00], [-0.08, 0.04, -0.23], [0.04, -0.01, -0.02], [0.00, 0.00, -0.01], [-0.02, 0.07, 0.16], [0.01, 0.00, 0.00], [-0.06, -0.03, 0.00], [-0.06, -0.13, 0.06], [0.04, 0.05, 0.00], [-0.01, 0.00, -0.02], [0.10, 0.15, 0.30], [0.00, -0.03, 0.02], [0.00, 0.00, -0.01], [0.07, 0.04, 0.00], [-0.01, 0.02, -0.02], [0.01, 0.00, 0.00], [-0.01, 0.01, 0.01], [0.00, 0.00, 0.00], [0.01, -0.01, 0.04], [0.01, 0.02, 0.03], [0.02, 0.03, 0.00], [0.00, 0.00, -0.01], [-0.02, -0.01, -0.02], [0.01, 0.02, -0.21], [0.03, 0.03, 0.03], [-0.29, -0.04, -0.10], [-0.02, -0.02, 0.03], [0.25, 0.04, 0.20], [0.04, -0.03, -0.02]]
}

---

{
  "formula": "C4H14N2O2",
  "method": "ωB97M-V with the def2-TZVPD basis set",
  "orbital_gap_ev": 9.718,
  "mol_weight_g_mol": 122.17,
  "de_lowest_kj_mol": 146.1,
  "smiles": "NC[C@H](N)CCO.O",
  "homo_energy_ev": -9.071,
  "elements": ["H", "H", "H", "H", "H", "C", "H", "H", "H", "N", "H", "H", "C", "C", "H", "C", "O", "H", "H", "H", "N", "O"],
  "xyz": [[1.792393, 1.335173, -2.736483], [-3.344889, 0.045785, 1.118136], [-0.463641, 0.809746, -2.193697], [-1.985604, -0.692689, -0.801425], [2.320268, 0.621874, -1.255350], [-1.592955, 0.126131, -0.213250], [-1.098653, -1.299405, 1.780352], [2.036539, 0.337892, 1.880845], [1.198680, -1.404679, 0.835710], [1.604498, 1.121277, -1.767828], [-1.941826, 1.144105, -0.439373], [0.221792, -1.927295, -0.229362], [-0.010084, 0.155078, -0.204089], [0.359204, 0.321272, -1.695430], [0.426715, -0.659675, -2.192370], [-2.261994, 0.062798, 1.169200], [2.750589, -0.189416, 1.516829], [-1.930192, 0.880231, 1.839462], [3.239865, 0.481251, 0.999128], [0.426404, 1.051969, 0.292162], [0.314427, -1.145934, 0.412340], [-2.061526, -1.175492, 1.884488]],
  "atomic_forces_ev_per_a": [[0.78, -0.18, 0.14], [-0.22, 0.77, -0.52], [-0.01, 0.61, -0.19], [0.04, 0.11, -0.57], [0.34, 0.06, -0.68], [0.37, 1.88, 2.36], [-0.26, -0.48, 0.03], [-0.27, -0.01, 0.28], [0.34, 1.35, -0.11], [-1.45, -0.20, -0.02], [0.01, -0.35, -1.25], [-0.75, 0.34, -0.32], [-1.82, -1.03, -0.92], [1.10, -0.12, 0.73], [0.14, -0.03, 0.24], [0.23, -1.52, 1.22], [0.75, 0.84, -0.44], [-0.13, 0.03, -0.52], [-0.13, -0.62, 0.38], [-0.51, -0.86, 0.19], [0.66, -1.05, 0.26], [0.80, 0.46, -0.29]]
}

---

{
  "formula": "C6H8OS",
  "method": "ωB97M-V with the def2-TZVPD basis set",
  "orbital_gap_ev": 10.051,
  "mol_weight_g_mol": 128.20,
  "de_lowest_kj_mol": 264.9,
  "homo_energy_ev": -9.374,
  "elements": ["H", "C", "H", "H", "C", "H", "C", "C", "O", "H", "C", "H", "C", "H", "H", "S"],
  "xyz": [[0.416379, -0.310664, -1.871872], [0.476014, -0.238762, -0.689823], [-2.848344, -0.965458, -0.189394], [-0.413152, -0.353803, 1.944272], [-0.213522, 1.087915, -0.230125], [-0.289023, -2.138898, -0.405815], [-2.002080, -0.395614, -0.662879], [-1.102726, -0.696496, 1.141844], [0.396203, 2.102463, 0.066891], [-2.198955, 1.166936, 0.668006], [-0.693561, -1.128735, -0.239048], [-1.936731, -1.202387, 1.498947], [-1.504488, 0.545105, 0.274730], [-2.094637, -0.147895, -1.774733], [2.386960, -1.365783, -0.746594], [2.128129, -0.408889, 0.173367]],
  "atomic_forces_ev_per_a": [[1.05, 0.23, 2.27], [-1.45, 1.51, -1.83], [0.46, 0.63, -1.27], [0.00, -1.05, -0.47], [2.82, 0.06, 1.74], [-1.24, -0.29, -0.16], [-0.46, -3.52, -4.17], [2.75, 3.13, 0.62], [-1.51, -0.80, -0.81], [-1.76, 2.62, 1.31], [2.22, -2.91, -0.19], [-1.41, -0.74, 0.79], [-0.25, 1.84, 1.94], [-0.30, -0.25, 1.48], [0.53, 0.04, 0.54], [-1.45, -0.50, -1.78]]
}